(1)
{
  "formula": "C4H6N2O",
  "method": "ωB97M-V/def2-TZVPD",
  "orbital_gap_ev": 9.6779,
  "e_lumo_ev": 0.850,
  "homo_energy_ev": -8.83,
  "species": ["C", "C", "C", "N", "C", "O", "N", "H", "H", "H", "H", "H", "H"],
  "xyz": [[2.0835, 0.3529, 0.2176], [0.4402, -0.0347, -0.0795], [1.0095, -1.1608, 0.2303], [-1.8191, -1.0512, 0.3509], [-1.7300, 0.1449, -0.0656], [-2.8002, 0.9050, -0.3860], [-0.4974, 0.8127, -0.2373], [2.2200, 0.6349, 1.2588], [2.1094, 1.2246, -0.4449], [2.8937, -0.3041, -0.1075], [1.3584, -1.9353, -0.4389], [-2.7891, -1.3361, 0.4374], [-2.4788, 1.7473, -0.7354]],
  "forces_ev_per_a": [[0.4, 0.3, 0.1], [0.0, -0.4, 0.1], [-0.1, 0.2, -0.2], [-0.2, 0.3, -0.1], [0.0, -0.3, 0.1], [0.1, 0.2, 0.0], [0.1, -0.3, 0.1], [-0.1, 0.0, -0.2], [-0.1, -0.2, 0.0], [-0.1, 0.1, 0.1], [0.1, 0.1, 0.0], [0.0, 0.0, -0.1], [0.0, -0.1, 0.1]],
  "nbo_charge": [-0.616, 0.336, -0.188, -0.761, 0.674, -0.677, -0.622, 0.239, 0.257, 0.268, 0.236, 0.358, 0.494]
}

(2)
{
  "formula": "C5H6FN",
  "method": "ωB97M-V/def2-TZVPD",
  "orbital_gap_ev": 9.1501,
  "e_lumo_ev": 1.029,
  "smiles": "Cc1cc[nH]c1F",
  "homo_energy_ev": -8.12,
  "species": ["C", "C", "C", "C", "C", "H", "H", "H", "H", "H", "H", "N", "F"],
  "xyz": [[-1.9379, -0.2539, -0.0001], [-0.4560, -0.0771, 0.0018], [0.5593, -1.1015, 0.0028], [1.7806, -0.4853, 0.0007], [0.2308, 1.0984, -0.0039], [-2.1770, -1.3186, -0.0223], [-2.4003, 0.1614, 0.8832], [-2.4037, 0.1800, -0.8753], [0.3888, -2.1522, 0.0329], [2.7900, -0.8839, -0.0301], [2.2637, 1.6043, 0.0034], [1.5771, 0.8778, 0.0035], [-0.2155, 2.3508, 0.0034]],
  "forces_ev_per_a": [[0.1, -0.6, -0.1], [0.3, -0.1, 0.0], [0.0, 1.0, 0.1], [0.4, -0.1, 0.0], [0.3, -0.5, 0.1], [0.0, 0.0, 0.1], [-0.2, 0.2, 0.3], [-0.1, 0.2, -0.2], [-0.1, -0.5, -0.1], [-0.4, 0.1, 0.1], [0.2, 0.1, 0.0], [-0.5, -0.1, -0.1], [-0.1, 0.2, 0.0]],
  "nbo_charge": [-0.622, -0.179, -0.283, -0.079, 0.512, 0.216, 0.218, 0.218, 0.221, 0.213, 0.418, -0.546, -0.308]
}

(3)
{
  "formula": "C3H7N3O2",
  "method": "ωB97M-V/def2-TZVPD",
  "orbital_gap_ev": [11.1551, 6.2034],
  "e_lumo_ev": [-3.567, -8.493],
  "multiplicity": 2,
  "homo_energy_ev": [-14.72, -14.70],
  "charge": 1,
  "species": ["O", "C", "N", "C", "N", "C", "N", "O", "H", "H", "H", "H", "H", "H", "H"],
  "xyz": [[-1.0804, 0.9570, 0.6698], [-1.1836, 0.3477, -0.3889], [-2.3274, 0.3156, -1.0780], [-0.0311, -0.5350, -0.8583], [1.2404, -0.0002, -0.4494], [1.7575, -0.0651, 0.7663], [1.0396, -0.2920, 1.8750], [2.9809, 0.2088, 0.9455], [-3.0954, 0.8820, -0.7453], [-2.4244, -0.0922, -1.9923], [-0.0231, -0.7452, -1.9245], [-0.2835, -1.4934, -0.4256], [1.6523, 0.6954, -1.0568], [0.1889, 0.2767, 1.9441], [1.5894, -0.4602, 2.7186]],
  "forces_ev_per_a": [[0.3, -0.1, -0.1], [-0.5, 0.3, 0.5], [0.0, 0.1, -0.3], [-1.0, 0.0, -0.3], [0.1, 0.0, -0.2], [-0.8, 0.4, 0.1], [0.7, 0.0, 0.4], [0.6, 0.0, 0.1], [0.1, -0.1, 0.1], [0.1, -0.1, 0.0], [0.1, 0.4, -0.1], [0.5, -0.4, 0.5], [0.3, -0.3, -0.1], [-0.3, -0.2, -0.2], [-0.3, -0.1, -0.2]],
  "nbo_charge": [-0.649, 0.664, -0.775, -0.338, -0.532, 0.727, -0.691, -0.121, 0.431, 0.413, 0.250, 0.263, 0.446, 0.475, 0.438]
}